*w*
{"formula": "C4H3PS", "method": "ωB97M-V/def2-TZVPD", "symbols": ["C", "C", "C", "C", "P", "S", "H", "H", "H"], "positions_angstrom": [[-0.319, -1.577, 0.251], [-1.347, -0.998, 0.085], [1.862, -0.369, -0.215], [-1.420, 1.637, 0.423], [1.459, -1.944, 0.160], [-2.363, 0.373, -0.082], [2.822, -0.130, -0.523], [1.244, 0.564, -0.137], [-1.939, 2.443, 0.037]], "total_charge": 0, "orbital_gap_ha": 0.311, "e_lumo_ev": -0.8004}



*x*
{"formula": "C4H3PS", "method": "ωB97M-V/def2-TZVPD", "symbols": ["C", "C", "C", "C", "P", "S", "H", "H", "H"], "positions_angstrom": [[1.828, -3.233, 1.856], [1.232, -2.209, 1.954], [-0.677, 0.014, 0.089], [0.679, 0.439, 0.657], [-0.785, 1.241, 1.555], [1.074, -0.499, 2.168], [-1.010, 0.370, -0.852], [-0.785, -0.993, 0.222], [1.422, 1.046, 0.231]], "total_charge": 0, "orbital_gap_ha": [0.281, 0.225], "e_lumo_ev": [-1.9662, -2.7168]}



It is *x* that is the least stable of them.



*w*
{"formula": "C5H6S", "method": "ωB97M-V/def2-TZVPD", "symbols": ["C", "C", "C", "C", "C", "H", "H", "H", "H", "H", "H", "S"], "positions_angstrom": [[2.253, -0.327, 0.026], [0.892, -0.259, -0.012], [-1.645, -0.592, 0.076], [-1.206, 0.776, -0.095], [0.122, 0.957, -0.044], [2.796, 0.582, 0.032], [2.753, -1.250, -0.040], [-2.398, -0.911, -0.669], [-2.067, -0.816, 1.021], [-1.934, 1.565, -0.098], [0.620, 1.940, -0.115], [-0.185, -1.665, -0.081]], "total_charge": 0, "smiles": "C=C1C=CCS1", "orbital_gap_ha": 0.325, "e_lumo_ev": 0.9028}



*x*
{"formula": "C5H6S", "method": "ωB97M-V/def2-TZVPD", "symbols": ["C", "C", "C", "C", "C", "H", "H", "H", "H", "H", "H", "S"], "positions_angstrom": [[2.440, 0.169, -0.047], [1.313, -0.462, 0.221], [0.071, 0.236, 0.234], [-1.202, -0.334, -0.088], [-2.505, 0.148, 0.081], [3.348, -0.563, -0.245], [2.482, 1.213, -0.051], [1.165, -1.448, -0.020], [-0.981, -1.378, 0.017], [-3.331, -0.577, -0.063], [-2.870, 1.077, -0.088], [0.069, 1.919, 0.049]], "total_charge": 0, "smiles": "C=CC(=S)C=C", "orbital_gap_ha": 0.258, "e_lumo_ev": -1.4227}



*y*
{"formula": "C5H6S", "method": "ωB97M-V/def2-TZVPD", "symbols": ["C", "C", "C", "C", "C", "S", "H", "H", "H", "H", "H", "H"], "positions_angstrom": [[-2.795, 0.454, 0.514], [-0.321, -0.332, 0.068], [-1.482, 0.020, 0.269], [2.000, 0.360, -0.277], [1.007, -0.785, -0.206], [-4.118, -0.184, -0.248], [-2.937, 1.199, 1.320], [1.303, 1.281, -0.114], [2.598, 0.239, -1.241], [2.640, 0.433, 0.572], [1.169, -1.496, 0.524], [0.936, -1.188, -1.181]], "total_charge": 0, "smiles": "CCC#CC=S", "orbital_gap_ha": [0.293, 0.293], "e_lumo_ev": [-0.8089, -0.8092]}



*z*
{"formula": "C5H6S", "method": "ωB97M-V/def2-TZVPD", "symbols": ["C", "C", "C", "C", "C", "H", "H", "H", "H", "H", "H", "S"], "positions_angstrom": [[-2.570, -0.528, -0.143], [-1.158, -0.157, -0.185], [-0.056, 0.259, -0.122], [1.334, 0.808, -0.100], [2.366, -0.208, 0.359], [-2.929, -0.510, 0.834], [-2.719, -1.513, -0.559], [-3.139, 0.188, -0.716], [1.382, 1.593, 0.655], [1.653, 1.203, -1.045], [2.017, -0.700, 1.291], [3.821, -0.436, -0.268]], "total_charge": 0, "smiles": "CC#CCC=S", "orbital_gap_ha": 0.319, "e_lumo_ev": -0.1169}



It is *x* that is the least stable of them.



*w*
{"formula": "C2H2ClI", "method": "ωB97M-V/def2-TZVPD", "symbols": ["C", "C", "Cl", "I", "H", "H"], "positions_angstrom": [[-0.608, 0.575, -0.379], [0.265, -0.207, 0.360], [1.221, 0.165, 1.810], [0.674, -2.198, -0.342], [-0.842, 0.075, -1.287], [-0.710, 1.589, -0.162]], "total_charge": 0, "orbital_gap_ha": 0.351, "e_lumo_ev": 0.1206}



*x*
{"formula": "C2H2ClI", "method": "ωB97M-V/def2-TZVPD", "symbols": ["C", "C", "Cl", "I", "H", "H"], "positions_angstrom": [[0.622, -0.202, 0.583], [-0.445, -0.028, -0.232], [-2.062, -0.413, 0.261], [-0.337, 1.213, -2.071], [1.389, 0.320, 0.085], [0.833, -0.889, 1.374]], "total_charge": 0, "smiles": "C=C(Cl)I", "orbital_gap_ha": 0.341, "e_lumo_ev": -0.2402}



It is *x* that is the least stable of them.



*w*
{"formula": "CHNO2S", "method": "ωB97M-V/def2-TZVPD", "symbols": ["C", "N", "O", "O", "S", "H"], "positions_angstrom": [[-0.643, -0.473, 0.043], [0.604, 0.471, 0.084], [1.510, -0.022, 0.708], [0.661, 1.445, -0.601], [-1.928, -0.116, -0.736], [-0.203, -1.305, 0.503]], "total_charge": 0, "smiles": "O=[N+]([O-])C=S", "orbital_gap_ha": 0.313, "e_lumo_ev": -1.7616}



*x*
{"formula": "CHNO2S", "method": "ωB97M-V/def2-TZVPD", "symbols": ["C", "N", "O", "O", "S", "H"], "positions_angstrom": [[3.117, -0.698, -0.491], [0.537, -1.049, -0.751], [3.669, 0.059, -1.158], [-0.088, 0.163, -0.650], [1.829, -1.446, 0.267], [-0.789, -0.116, -0.064]], "total_charge": 0, "orbital_gap_ha": [0.284, 0.283], "e_lumo_ev": [-1.0297, -1.0312]}



It is *x* that is the least stable of them.



*w*
{"formula": "CHNO2S", "method": "ωB97M-V/def2-TZVPD", "symbols": ["C", "N", "O", "O", "S", "H"], "positions_angstrom": [[-0.419, 0.599, -0.016], [0.257, -0.748, 0.016], [-0.407, -1.731, -0.030], [1.456, -0.731, -0.010], [0.550, 1.894, -0.018], [-1.438, 0.717, 0.058]], "total_charge": 0, "smiles": "O=[N+]([O-])C=S", "orbital_gap_ha": 0.293, "e_lumo_ev": -2.0615}



*x*
{"formula": "CHNO2S", "method": "ωB97M-V/def2-TZVPD", "symbols": ["C", "N", "O", "O", "S", "H"], "positions_angstrom": [[-1.252, 0.311, -0.084], [1.055, -0.597, 0.056], [1.552, 0.491, 0.009], [1.478, -1.708, -0.018], [-0.672, 1.739, -0.007], [-2.160, -0.235, 0.043]], "total_charge": 0, "orbital_gap_ha": [0.254, 0.301], "e_lumo_ev": [-1.2391, -0.9533]}



*y*
{"formula": "CHNO2S", "method": "ωB97M-V/def2-TZVPD", "symbols": ["C", "N", "O", "O", "S", "H"], "positions_angstrom": [[0.188, 0.320, 0.583], [-0.377, -0.717, -0.036], [-1.479, -1.180, 0.100], [0.562, -1.176, -0.785], [1.317, 0.778, 1.530], [-0.210, 1.974, -1.391]], "total_charge": 0, "orbital_gap_ha": [0.319, 0.284], "e_lumo_ev": [-2.3827, -1.5429]}



*z*
{"formula": "CHNO2S", "method": "ωB97M-V/def2-TZVPD", "symbols": ["C", "N", "O", "O", "S", "H"], "positions_angstrom": [[-0.153, -0.339, -0.459], [0.582, -0.548, -1.362], [1.126, -0.650, -2.383], [-0.138, 0.657, 1.747], [-0.857, -0.658, 1.019], [-0.559, 1.537, 1.436]], "total_charge": 0, "orbital_gap_ha": 0.319, "e_lumo_ev": -0.3034}



It is *y* that is the least stable of them.



*w*
{"formula": "C4H10NO2", "method": "ωB97M-V/def2-TZVPD", "symbols": ["C", "O", "C", "C", "C", "O", "N", "H", "H", "H", "H", "H", "H", "H", "H", "H", "H"], "positions_angstrom": [[-0.550, 1.330, -0.900], [0.925, -0.669, 2.954], [0.609, 1.420, 0.114], [0.293, 0.059, -0.593], [-0.953, -1.126, -1.905], [-0.810, -2.330, -1.665], [0.425, 1.410, 1.485], [-1.492, 1.494, -0.412], [-0.316, 1.741, -1.869], [1.294, 2.137, -0.311], [1.022, 0.029, -1.405], [0.259, -0.690, 0.198], [-1.917, -0.679, -1.659], [-0.441, -0.755, -2.821], [0.269, -1.311, 2.637], [0.104, 2.331, 1.829], [0.770, 0.127, 2.287]], "total_charge": 0, "orbital_gap_ha": [0.370, 0.288], "multiplicity": 2, "e_lumo_ev": [0.3576, -1.8667]}



*x*
{"formula": "C4H10NO2", "method": "ωB97M-V/def2-TZVPD", "symbols": ["O", "C", "O", "C", "C", "C", "N", "H", "H", "H", "H", "H", "H", "H", "H", "H", "H"], "positions_angstrom": [[-0.746, 0.163, 1.643], [-0.557, 0.929, 0.684], [-1.640, 1.592, 0.140], [0.660, 1.059, -0.058], [1.881, 0.455, 0.505], [1.932, -1.010, 0.228], [-2.306, -1.034, -1.331], [-2.271, 1.610, 0.883], [0.655, 1.745, -0.860], [2.818, 0.998, 0.135], [1.850, 0.575, 1.648], [1.259, -1.527, 0.843], [1.592, -1.245, -0.746], [2.953, -1.405, 0.345], [-2.533, -1.292, -2.302], [-2.588, 0.003, -1.067], [-2.959, -1.616, -0.691]], "total_charge": 0, "orbital_gap_ha": [0.363, 0.321], "multiplicity": 2, "e_lumo_ev": [0.8234, -1.1216]}



It is *w* that is the least stable of them.